[1]
11
Properties=species:S:1:pos:R:3:lowdin_charge:R:1 method="wB97M-V/def2-TZVPD" smiles="C=C[C@H](O)C#N" spin_multiplicity=1 homo_lumo_gap_ha=0.4088 lumo_ha=0.0224 largest_force_ha_per_bohr=0.045 mol_weight_g_mol=83.09
C -0.3449 -1.5001 -0.6546 0.0381
C -0.2887 -0.7250 0.4111 -0.1860
C -0.4033 0.7552 0.3800 -0.3448
O -0.5930 1.4011 -0.8256 -0.0187
C 1.1870 1.1114 0.7293 -0.1211
N 2.3435 1.2113 0.8644 0.1287
H -0.2863 -2.5733 -0.5450 0.0621
H -0.4731 -1.0729 -1.6451 0.0697
H -0.1318 -1.0766 1.4287 0.1153
H -1.3343 0.9865 0.9696 0.1649
H 0.3250 1.4824 -1.1129 0.0917

---

[2]
11
Properties=species:S:1:pos:R:3:lowdin_charge:R:1 method="wB97M-V/def2-TZVPD" smiles=Cc1ncco1 spin_multiplicity=1 homo_lumo_gap_ha=0.3761 lumo_ha=0.0381 largest_force_ha_per_bohr=0.056 mol_weight_g_mol=83.09
C -2.0796 0.0090 0.0451 0.0005
C -0.5815 -0.0640 -0.0549 -0.4281
N 0.1542 -1.1319 -0.0105 0.1260
C 1.4159 -0.6657 0.0146 -0.1672
C 1.4123 0.6403 0.0058 -0.1084
O 0.1084 1.0671 -0.0251 0.0744
H -2.4256 -0.5213 0.9590 0.0904
H -2.4841 -0.6813 -0.7645 0.0996
H -2.5024 1.0032 -0.1339 0.0805
H 2.2980 -1.3100 -0.0189 0.1186
H 2.1639 1.3770 0.1691 0.1137

---

[3]
11
Properties=species:S:1:pos:R:3:lowdin_charge:R:1 method="wB97M-V/def2-TZVPD" smiles="CC(=O)C=C=N" spin_multiplicity=1 homo_lumo_gap_ha=0.3607 lumo_ha=0.0183 largest_force_ha_per_bohr=0.082 mol_weight_g_mol=83.09
C 1.2149 -0.6752 0.6150 -0.0571
C 0.3246 0.4225 1.1826 -0.4358
O 0.6976 0.8584 2.2998 0.0203
C -0.8143 0.7055 0.1958 -0.0474
C -1.0526 0.5200 -1.1352 -0.1638
N -1.2480 0.4260 -2.3164 0.1866
H 2.2440 -0.6328 0.9744 0.0730
H 1.1291 -0.7701 -0.5598 0.1005
H 0.6378 -1.6116 0.9427 0.1087
H -1.7092 1.0965 0.7572 0.1183
H -1.4238 -0.3392 -2.9562 0.0965

---

[4]
11
Properties=species:S:1:pos:R:3:lowdin_charge:R:1 method="wB97M-V/def2-TZVPD" smiles="O=C1CC=CN1" spin_multiplicity=1 homo_lumo_gap_ha=0.3446 lumo_ha=0.0294 largest_force_ha_per_bohr=0.057 mol_weight_g_mol=83.09
O -1.3598 1.9771 -0.2672 0.0492
C -0.6632 0.9924 -0.1502 -0.5498
C -0.9650 -0.4388 -0.3529 -0.0667
C 0.3066 -1.1642 -0.3978 -0.0938
C 1.2192 -0.3343 0.1471 -0.1321
N 0.6557 0.9075 0.3819 0.0733
H -1.8438 -0.7941 -0.8983 0.1304
H -1.1035 -0.0505 0.8591 0.2260
H 0.4577 -2.1897 -0.7122 0.0988
H 2.2113 -0.5690 0.5065 0.1160
H 1.0847 1.6634 0.8840 0.1488

---

[5]
11
Properties=species:S:1:pos:R:3:lowdin_charge:R:1 method="wB97M-V/def2-TZVPD" smiles="CC(=O)CC#N" spin_multiplicity=1 homo_lumo_gap_ha=0.4045 lumo_ha=0.0213 largest_force_ha_per_bohr=0.022 mol_weight_g_mol=83.09
C 0.0597 -0.5469 -1.4489 -0.0103
C 0.6069 -0.3944 -0.0534 -0.4469
O 1.4193 -1.1446 0.4265 0.1045
C 0.0852 0.7996 0.7734 -0.1044
C -0.8860 0.3122 1.7529 -0.2176
N -1.6451 -0.1116 2.5151 0.1518
H 0.2028 -1.5729 -1.7896 0.0891
H 0.6163 0.1202 -2.1179 0.0961
H -0.9975 -0.2726 -1.5086 0.0878
H -0.3912 1.5607 0.1477 0.1206
H 0.9296 1.2503 1.3028 0.1294

---

[6]
11
Properties=species:S:1:pos:R:3:lowdin_charge:R:1 method="wB97M-V/def2-TZVPD" smiles="C#CCNC=O" spin_multiplicity=1 homo_lumo_gap_ha=0.3972 lumo_ha=0.0311 largest_force_ha_per_bohr=0.010 mol_weight_g_mol=83.09
C 1.6675 -2.1175 -0.3576 0.1123
C 1.1370 -1.0379 -0.3992 -0.1213
C 0.4945 0.2787 -0.4191 -0.2026
N -0.5386 0.3752 0.5980 0.0151
C -1.6050 1.1960 0.4285 -0.3669
O -1.7710 1.9132 -0.5386 0.0151
H 2.1312 -3.0795 -0.3377 0.0274
H 0.0198 0.4681 -1.3874 0.1264
H 1.2522 1.0607 -0.2807 0.1301
H -0.4674 -0.2002 1.4235 0.1334
H -2.3204 1.1433 1.2701 0.1310

---

[7]
11
Properties=species:S:1:pos:R:3:lowdin_charge:R:1 method="wB97M-V/def2-TZVPD" smiles="O=C1C=CCN1" spin_multiplicity=1 homo_lumo_gap_ha=0.3945 lumo_ha=0.0326 largest_force_ha_per_bohr=0.068 mol_weight_g_mol=83.09
O -0.9992 -2.1318 0.6287 0.0248
C -0.5397 -1.0386 0.3170 -0.5698
C 0.9010 -0.9819 0.1428 0.0092
C 1.2144 0.2894 -0.2061 -0.0267
C -0.0728 1.1342 -0.2694 -0.1706
N -1.0919 0.1686 0.0880 0.0766
H 0.8423 -2.1168 0.4242 0.1665
H 2.1544 0.7953 -0.4391 0.0990
H -0.0677 1.9831 0.4312 0.1208
H -0.2623 1.5563 -1.2682 0.1210
H -2.0785 0.3423 0.1509 0.1492

---

[8]
11
Properties=species:S:1:pos:R:3:lowdin_charge:R:1 method="wB97M-V/def2-TZVPD" smiles=Cc1ccon1 spin_multiplicity=1 homo_lumo_gap_ha=0.3926 lumo_ha=0.0369 largest_force_ha_per_bohr=0.070 mol_weight_g_mol=83.09
C -0.7823 -0.9361 -0.4753 -0.0424
C 0.5603 -0.3030 -0.3484 -0.3769
C 0.7258 0.8954 0.5870 0.0178
C 1.9566 1.3506 0.0912 -0.1722
O 2.5221 0.5969 -0.8362 -0.0449
N 1.5830 -0.4679 -1.0938 0.1069
H -1.3111 -0.4089 -1.2676 0.0833
H -0.7810 -2.0670 -0.7800 0.1208
H -1.2827 -0.8222 0.4413 0.0461
H -0.0280 1.1452 1.4115 0.1228
H 2.6708 2.1908 0.3190 0.1387

---

[9]
11
Properties=species:S:1:pos:R:3:lowdin_charge:R:1 method="wB97M-V/def2-TZVPD" smiles="C=C=N.C#CO" spin_multiplicity=1 homo_lumo_gap_ha=0.3541 lumo_ha=0.0214 largest_force_ha_per_bohr=0.064 mol_weight_g_mol=83.09
C 0.3941 -1.4872 1.7969 -0.0262
C 1.2481 -0.5620 1.4690 -0.3018
N 1.7203 0.5519 1.2384 0.1355
H -0.1375 -2.0716 0.9689 0.0919
H 0.2793 -1.7189 2.8405 0.0476
H 2.6631 0.7618 0.9092 0.0752
C -1.0453 0.8476 -0.7508 0.1095
C -1.5214 0.9154 -1.8516 -0.2997
O -1.8924 1.0481 -3.0615 0.0986
H -0.4963 0.6737 0.1232 -0.0257
H -1.2119 1.0412 -3.6821 0.0950

---

[10]
11
Properties=species:S:1:pos:R:3:lowdin_charge:R:1 method="wB97M-V/def2-TZVPD" spin_multiplicity=1 homo_lumo_gap_ha=0.3498 lumo_ha=0.0110 largest_force_ha_per_bohr=0.055 mol_weight_g_mol=83.09
O 0.1802 -1.4140 -1.0818 -0.0046
C 0.5100 -0.1180 -0.7756 -0.4448
C -0.6306 0.8583 -0.4838 0.0131
C 0.7514 0.3272 0.6214 -0.0817
C 0.1903 -0.4497 1.6515 -0.2913
N -0.1409 -1.1430 2.5354 0.1510
H 0.0454 -1.9291 -0.2342 0.1251
H 1.2315 0.2266 -1.5158 0.1442
H -0.6197 1.8040 -1.0322 0.1095
H -1.5996 0.4014 -0.3029 0.1171
H 0.0821 1.4363 0.6180 0.1624

---

[11]
11
Properties=species:S:1:pos:R:3:lowdin_charge:R:1 method="wB97M-V/def2-TZVPD" spin_multiplicity=1 homo_lumo_gap_ha="0.3070 / 0.3069" lumo_ha="-0.0505 / -0.0505" largest_force_ha_per_bohr=0.023 mol_weight_g_mol=83.09
C 1.4198 -0.4405 -0.3093 -0.0444
C 0.1239 0.2038 -0.5578 0.0076
C -0.6673 0.4623 0.6334 -0.6538
O -0.1728 0.4108 1.7859 -0.0269
C -2.0325 -0.0647 0.3309 -0.1383
N -2.9810 -0.6808 0.0922 0.1585
H 1.1950 -1.1814 0.4817 0.1159
H 2.1297 0.2312 0.1736 0.1088
H 1.8610 -0.9052 -1.1944 0.0917
H -0.2793 0.3810 -1.5539 0.1317
H -0.5965 1.5837 0.1178 0.2491

---

[12]
11
Properties=species:S:1:pos:R:3:lowdin_charge:R:1 method="wB97M-V/def2-TZVPD" smiles=C#[N+][O-].C#CC spin_multiplicity=1 homo_lumo_gap_ha=0.3964 lumo_ha=0.0306 largest_force_ha_per_bohr=0.017 mol_weight_g_mol=83.09
C -1.5040 1.4334 0.0475 0.1507
N -1.4764 2.1428 0.9640 -0.2254
O -1.4698 2.8986 1.9018 0.0039
H -1.3807 0.6743 -0.6972 0.0398
C -0.3349 -1.4375 -1.4958 0.0741
C 0.4883 -1.1444 -0.6652 -0.2115
C 1.4844 -0.7829 0.3444 -0.1028
H -1.0535 -1.7227 -2.2331 0.0311
H 1.3234 -1.3464 1.2684 0.0832
H 2.4940 -0.9998 -0.0179 0.0810
H 1.4293 0.2846 0.5831 0.0759

---

DFT total energy per entry: -285.3256; -285.3947; -285.3269; -285.3580; -285.3969; -285.3518; -285.3563; -285.3326; -285.2511; -285.2585; -285.2620; -285.2361 hartree